No. 1
120
Properties=species:S:1:pos:R:3:forces:R:3 method="wB97M-V/def2-TZVPD" max_force_ha_per_bohr=0.1051 smiles=c1cc[nH]c1.c1cc[nH]c1.c1cc[nH]c1.c1cc[nH]c1.c1cc[nH]c1.c1cc[nH]c1.CCCC#N.CCCC#N.CCCC#N.CCCC#N.CCCC#N lumo_energy_ev=0.451 orbital_gap_ev=8.45 spin_multiplicity=1
N 4.46016 2.52990 6.07630 -1.8 2.7 0.2
N -0.08347 -1.68007 -1.32528 0.0 5.4 0.2
N 1.51738 2.03570 -8.81917 -0.5 1.2 -0.7
N -4.28662 -4.52600 6.09215 0.0 0.4 1.5
N -1.12713 -9.74656 -0.45505 1.9 0.5 0.7
N 7.23615 -3.29807 -2.72882 0.5 1.3 0.1
N -8.05124 3.56719 0.28790 -2.0 3.7 -0.1
N -3.50933 6.13464 3.19572 0.2 0.1 0.0
N 11.59544 4.87525 -3.93783 -2.3 0.1 1.0
N 2.53427 10.27591 0.05353 2.0 -0.1 0.5
N -9.27038 -7.44507 -4.42662 3.2 -1.0 -0.6
C 5.05149 -0.93215 5.48645 0.4 -0.3 1.3
C 10.83565 4.18333 -2.96044 2.8 -0.1 -0.7
C -0.09125 1.00669 -1.25667 -0.5 -0.6 -0.6
C 11.78179 3.35409 -2.31368 -1.1 0.8 -0.6
C -4.43269 -7.78535 3.98642 -1.0 0.8 -0.4
C -1.97795 -10.77366 -0.63612 -0.5 0.2 -0.1
C 3.43756 9.53896 0.81963 -1.2 -0.7 -0.4
C -0.06657 -0.48215 -1.27591 1.2 -5.0 0.2
C 3.13412 11.52181 -0.13734 -0.8 -0.2 0.4
C 1.06041 -0.01874 -9.28071 -3.3 -1.3 -0.7
C 6.30204 -3.95325 -1.95736 0.8 -1.3 -2.8
C -3.03786 4.38717 5.07783 0.2 0.7 -0.6
C -5.10908 -6.58255 3.16690 1.0 -1.0 2.2
C 5.59998 -2.20896 6.18451 -0.7 0.1 -0.3
C -4.29513 3.71295 5.68721 0.2 1.4 0.8
C -11.37126 5.38194 1.00620 -0.6 0.3 -0.4
C -7.25444 -6.63363 -3.62617 -2.2 -1.5 -2.3
C -1.51266 -11.81775 0.12459 -3.7 -2.4 -1.9
C -4.35891 -5.32330 3.62781 0.3 0.5 -1.2
C 2.70698 1.36220 -8.90009 0.4 2.4 1.9
C 7.15419 -2.30666 -0.79205 0.4 0.9 1.7
C 5.88556 0.28898 5.87994 -0.9 2.3 -0.4
C 1.20861 1.87437 -1.12291 -0.8 -1.9 0.0
C 4.48837 10.32556 1.18677 0.4 -2.5 0.6
C 7.77595 -2.22932 -1.99289 -1.3 -1.5 -1.1
C -5.17432 4.79898 6.49191 0.7 -1.3 -0.5
C 12.90619 4.56935 -3.86967 -0.4 -0.5 -0.5
C -7.89974 -7.35405 -4.74804 1.0 2.0 3.3
C -3.25523 5.38082 4.02390 -1.1 -0.2 -0.5
C -0.09800 -10.15172 0.39789 -1.2 -1.1 0.5
C 5.01183 1.55602 5.96947 2.9 -4.1 0.2
C -10.51669 6.18687 0.05829 -0.5 0.5 -1.0
C 2.19479 1.44796 -2.22093 0.1 0.3 0.6
C -9.40400 -7.01685 -3.15587 -1.7 1.4 1.3
C -8.29173 -6.36129 -2.67110 0.4 -1.4 -1.3
C -9.04549 6.05074 0.31606 1.0 -0.6 1.0
C 2.39955 0.09030 -9.14242 2.5 -2.2 -0.5
C 4.28236 11.53314 0.61360 0.0 3.0 -1.3
C -4.35240 -4.91946 5.02837 -0.5 -0.7 -1.3
C -8.55378 4.64063 0.26873 1.9 -2.9 0.0
C 0.48638 1.21818 -9.17868 0.1 0.0 1.1
C -0.43585 -11.46679 0.81828 4.3 3.2 0.4
C 6.26352 -3.42499 -0.73543 0.3 0.4 0.6
C 13.04018 3.58723 -2.92467 0.8 0.6 0.2
H -11.07038 4.33564 0.95289 -0.2 0.0 0.5
H -8.34708 6.67859 -0.23723 -0.3 -0.1 -0.5
H -11.40533 5.81857 2.00434 0.5 -0.4 0.2
H 5.85775 -4.82405 -2.41639 -0.2 0.0 0.4
H -2.29057 3.72935 4.63408 -0.1 -0.5 0.4
H 0.77806 -9.60278 0.71028 -0.3 0.4 -0.4
H 9.78810 4.42594 -2.85938 0.2 -0.3 0.2
H 0.27938 -12.02103 1.40792 -0.4 -0.3 0.1
H -12.40261 5.48302 0.66826 -0.1 -0.3 -0.1
H -8.86664 6.36172 1.34534 0.1 0.0 0.3
H -4.87411 -7.92499 4.97321 -0.2 0.4 0.0
H 7.34795 -1.60171 0.00287 0.0 -0.1 0.1
H 5.62117 -2.22380 7.27420 0.2 1.1 0.2
H -6.20736 -6.39270 -3.51675 -0.1 0.0 -0.3
H -10.35185 -7.07944 -2.64200 -0.1 0.1 -0.2
H 13.58840 4.98676 -4.59545 0.1 0.0 0.3
H -1.17095 -8.88798 -0.98516 0.1 -0.1 0.3
H -0.53356 1.57329 -9.17633 0.1 -0.2 -0.1
H 11.16535 5.57890 -4.52092 0.3 -0.2 0.0
H 2.72974 12.31154 -0.75314 -0.3 -0.2 0.2
H -9.83180 -8.09063 -4.96342 -0.3 0.3 0.5
H 3.00220 2.17874 -2.17457 0.3 -0.3 -0.4
H -3.30384 -5.43745 3.37905 0.1 0.0 -0.1
H 1.65415 9.87946 -0.24367 0.3 0.5 -0.3
H 4.93641 12.38245 0.74510 -0.1 0.1 -0.3
H 7.42367 -3.38500 -3.71744 -0.3 -0.4 0.3
H 1.37487 3.00823 -8.58685 0.4 -0.2 -0.2
H -5.19395 5.79585 6.05150 -0.1 -0.3 -0.7
H -4.98702 -6.73736 2.09488 0.0 0.2 0.1
H -4.52985 -8.76757 3.52393 0.3 0.2 -0.3
H 3.54982 1.81976 -8.40344 0.3 -0.1 -0.6
H -0.49341 1.12059 -2.26335 -0.4 0.8 0.0
H -4.88637 3.11549 4.99326 0.0 0.7 -0.5
H -2.88058 -10.59628 -1.20197 0.1 -0.4 -0.1
H 0.55378 -0.97164 -9.32221 -0.2 0.2 -0.5
H 5.38741 10.00063 1.68932 -0.2 0.0 0.2
H 6.60622 0.61044 5.12800 0.2 -0.5 -0.2
H 3.07298 -0.74268 -9.28039 0.2 0.2 0.3
H 5.02926 -0.99231 4.39834 0.0 -0.4 0.1
H 4.03351 -0.75639 5.83420 0.0 -0.1 -0.1
H 5.79153 -3.96398 0.07272 -0.2 0.7 0.2
H -6.15685 -6.45246 3.43775 -0.1 -0.3 -0.3
H 1.54889 1.69825 -0.10247 0.6 0.0 -0.1
H -1.91575 -12.81573 0.03545 -0.3 0.0 0.4
H 2.56495 0.43038 -2.09596 0.2 0.1 0.4
H 3.28637 8.47419 0.91862 -0.1 0.1 0.3
H -2.51261 5.03473 5.77989 0.1 -0.6 0.8
H -8.24469 -5.84008 -1.72636 0.1 -0.1 -0.1
H -6.18305 4.39652 6.58470 0.0 0.3 0.1
H 6.61817 -2.41417 5.85394 -0.2 -0.5 -0.2
H 6.46442 0.19322 6.79856 -0.4 -0.1 0.2
H 8.44704 -1.53476 -2.47624 0.0 0.0 0.3
H -0.87538 1.15869 -0.51496 0.0 0.8 -0.1
H -10.82708 7.23147 0.08291 0.3 0.2 0.3
H 4.87795 -3.01808 6.07446 0.4 -0.4 -0.9
H -10.74269 5.90757 -0.97080 0.1 -0.3 -0.1
H -4.68848 -4.46195 3.04679 -0.1 0.2 0.1
H 14.03666 3.26628 -2.65926 -0.3 -0.6 0.2
H 1.75006 1.42594 -3.21583 -0.2 0.5 0.0
H 11.61543 2.68264 -1.48429 -0.2 0.1 -0.1
H -7.43503 -7.92524 -5.53809 -0.3 0.4 -0.2
H -3.89184 2.92579 6.32427 -0.1 0.3 0.6
H 1.01678 2.94576 -1.18155 -0.5 -0.2 -0.2
H -4.78394 5.01156 7.48715 0.1 -0.5 0.1
H -3.40105 -7.49372 4.18331 0.2 -0.5 -0.3


No. 2
18
Properties=species:S:1:pos:R:3:forces:R:3 method="wB97M-V/def2-TZVPD" max_force_ha_per_bohr=0.0617 charge=+1 lumo_energy_ev=-8.711 orbital_gap_ev=3.62 spin_multiplicity=1
O -1.30324 -0.12484 -0.31424 0.7 0.1 0.5
N 3.01198 -0.80111 -0.12526 -0.7 0.5 0.6
N -4.23089 0.19316 0.11540 -0.7 0.2 -0.6
C 0.76101 0.95462 -0.45342 0.7 0.4 3.1
C 1.83864 -0.92987 0.69924 0.6 -1.7 -0.8
C -0.53191 0.53394 -0.96741 -1.4 -0.7 -1.7
C 1.17416 0.45140 0.87376 -0.7 1.3 -1.6
H 3.49143 -1.66541 -0.30270 0.3 -0.2 0.0
H -0.78892 0.78968 -2.00150 0.1 0.2 -0.1
H -3.32397 -0.20796 0.15950 0.5 -0.2 0.3
H 2.84591 -0.25927 -0.95609 0.2 0.0 -0.4
H -4.90928 -0.53043 0.28402 -0.2 -0.1 0.1
H 0.22579 0.26379 1.38791 0.1 -0.1 0.3
H -4.36718 0.93864 0.77386 0.1 0.1 0.3
H 1.27594 1.79412 -0.90559 0.2 -0.1 -0.4
H 2.07227 -1.44764 1.62777 0.1 0.5 0.2
H 1.08284 -1.55910 0.21668 -0.3 0.2 0.1
H 1.82291 1.18839 1.34258 0.2 -0.2 0.1